1.
93
Properties=species:S:1:pos:R:3 method="wB97M-V/def2-TZVPD" de_lowest_kj_mol=231.3 total_charge=+1
C 3.57 4.83 -4.51
C 2.49 5.59 -5.32
C 2.04 4.77 -6.59
Cl 1.92 5.90 -7.98
C 0.73 4.08 -6.24
C -0.56 4.88 -6.27
N -1.62 3.83 -6.20
Si -2.52 3.93 -4.62
C -1.46 4.55 -3.18
C -3.35 2.32 -4.07
C -3.90 5.21 -4.86
C -0.97 2.69 -6.51
N -1.37 1.40 -6.39
N 0.24 2.96 -7.07
H 4.52 5.37 -4.62
H 3.28 4.85 -3.45
H 3.68 3.78 -4.80
H 2.81 6.58 -5.63
H 1.58 5.68 -4.70
H 2.82 4.02 -6.75
H 0.86 3.64 -5.23
H -0.57 5.32 -7.28
H -0.63 5.74 -5.60
H -2.08 4.60 -2.28
H -0.62 3.86 -3.04
H -1.13 5.58 -3.38
H -2.97 2.06 -3.08
H -3.32 1.50 -4.78
H -4.42 2.55 -3.92
H -4.82 4.65 -5.09
H -4.09 5.77 -3.94
H -3.70 5.87 -5.71
H -1.51 0.97 -5.49
H -1.61 0.87 -7.22
H 0.86 2.18 -7.22
O -0.51 0.78 -1.12
P 0.42 0.04 -0.17
N 0.56 1.28 1.01
C 1.72 1.97 1.54
C -0.65 1.62 1.74
N 1.76 -0.10 -1.29
C 2.84 0.87 -1.35
C 1.34 -0.44 -2.65
N 1.14 -1.20 0.81
C 0.15 -2.05 1.49
C 2.39 -1.20 1.50
H 1.90 1.70 2.59
H 1.56 3.06 1.51
H 2.63 1.78 0.99
H -0.78 0.97 2.62
H -1.54 1.49 1.11
H -0.65 2.66 2.07
H 2.50 1.90 -1.16
H 3.31 0.89 -2.34
H 3.65 0.62 -0.67
H 1.01 0.44 -3.21
H 0.51 -1.15 -2.63
H 2.16 -0.91 -3.18
H -0.18 -1.60 2.44
H 0.56 -3.04 1.71
H -0.73 -2.20 0.87
H 2.27 -0.90 2.55
H 3.16 -0.57 1.05
H 2.80 -2.22 1.50
O -0.24 -3.22 4.61
P -0.72 -4.54 5.19
N -1.31 -3.94 6.68
C -0.99 -4.27 8.05
C -2.46 -3.04 6.60
N 0.85 -5.30 5.25
C 1.70 -5.27 6.43
C 1.66 -5.03 4.06
N -1.46 -6.12 5.35
C -2.73 -6.24 4.64
C -1.38 -7.05 6.44
H -1.81 -4.79 8.55
H -0.78 -3.36 8.62
H -0.10 -4.89 8.14
H -3.41 -3.61 6.61
H -2.43 -2.45 5.69
H -2.48 -2.34 7.43
H 1.61 -4.33 6.99
H 2.75 -5.37 6.17
H 1.50 -6.11 7.10
H 2.17 -4.06 4.12
H 1.05 -5.03 3.16
H 2.41 -5.81 3.94
H -3.57 -5.87 5.25
H -2.94 -7.28 4.37
H -2.72 -5.68 3.71
H -2.22 -6.94 7.13
H -0.46 -6.99 7.01
H -1.41 -8.07 6.04

2.
DFT (ωB97M-V/def2-TZVPD) results for a 10-piece molecular cluster, C21H57F5NO11P overall in a non-equilibrium geometry.

Geometry as XYZ:
```
96
C21H57F5NO11P ωB97M-V/def2-TZVPD
O 1.24 2.95 -4.44
N 2.09 2.18 -4.25
O 1.67 0.84 -4.56
C 1.52 0.14 -3.32
P 0.16 -1.13 -3.39
C -1.19 -0.41 -4.48
F -0.73 0.05 -5.63
F -2.02 -1.43 -4.77
C -2.07 0.68 -3.83
F -2.82 1.21 -4.77
F -1.38 1.56 -3.22
F -2.88 0.08 -2.96
H 2.45 -0.31 -3.00
H 1.25 0.87 -2.56
H -0.36 -1.08 -2.07
C -5.71 -0.75 -4.86
C -6.77 -1.08 -3.82
O -6.54 -2.37 -3.25
H -5.71 -1.51 -5.65
H -5.91 0.22 -5.31
H -4.72 -0.72 -4.43
H -7.76 -1.11 -4.28
H -6.77 -0.33 -3.03
H -5.67 -2.35 -2.83
C -2.69 1.55 0.94
C -1.59 0.60 0.49
O -2.15 -0.53 -0.18
H -3.39 1.04 1.60
H -2.27 2.41 1.47
H -3.26 1.91 0.08
H -1.04 0.23 1.35
H -0.89 1.11 -0.18
H -2.63 -0.20 -0.95
C 5.78 0.32 -5.26
C 5.76 0.08 -3.76
O 4.49 -0.41 -3.35
H 5.01 1.04 -5.54
H 6.75 0.71 -5.58
H 5.58 -0.61 -5.81
H 5.95 1.01 -3.23
H 6.54 -0.65 -3.48
H 4.33 -1.25 -3.81
C 4.78 -5.36 -4.02
C 5.19 -3.97 -3.55
O 4.05 -3.19 -3.19
H 4.11 -5.28 -4.87
H 5.65 -5.95 -4.30
H 4.24 -5.89 -3.23
H 5.71 -3.44 -4.35
H 5.86 -4.04 -2.69
H 3.60 -3.65 -2.47
C -1.70 -0.65 4.88
C -0.34 0.00 4.69
O -0.46 1.27 4.05
H -2.19 -0.78 3.92
H -1.60 -1.62 5.36
H -2.34 -0.02 5.50
H 0.30 -0.62 4.06
H 0.16 0.14 5.65
H -1.01 1.83 4.61
C 5.16 3.56 -1.05
C 6.17 4.13 -2.03
O 5.69 4.08 -3.36
H 4.92 2.53 -1.31
H 5.54 3.58 -0.03
H 4.23 4.13 -1.09
H 7.10 3.55 -2.00
H 6.41 5.17 -1.77
H 4.88 4.60 -3.40
C -6.26 -6.66 -2.51
C -6.33 -6.30 -3.98
O -7.45 -5.46 -4.25
H -7.18 -7.17 -2.20
H -5.41 -7.32 -2.31
H -6.16 -5.77 -1.90
H -6.46 -7.20 -4.59
H -5.42 -5.79 -4.30
H -7.34 -4.66 -3.73
C 0.86 0.45 9.93
C 1.09 0.67 8.45
O -0.02 1.33 7.85
H -0.04 -0.15 10.09
H 1.71 -0.07 10.39
H 0.72 1.40 10.45
H 1.21 -0.28 7.93
H 2.00 1.27 8.28
H -0.12 2.18 8.30
C -1.04 6.29 9.78
C 0.04 5.34 9.30
O -0.52 4.24 8.59
H -1.74 5.77 10.43
H -0.61 7.13 10.33
H -1.62 6.69 8.94
H 0.59 4.94 10.14
H 0.74 5.87 8.64
H -1.01 4.58 7.83
```

So, what does the Löwdin scheme give us? The charges, in e, come out as:
1 O 0.0986
2 N -0.0052
3 O -0.1946
4 C -0.4141
5 P 1.0884
6 C -0.6806
7 F 0.1214
8 F 0.0606
9 C -0.6976
10 F 0.2011
11 F 0.2163
12 F 0.1392
13 H 0.0466
14 H 0.0697
15 H -0.0418
16 C -0.0827
17 C -0.3036
18 O -0.0890
19 H 0.0831
20 H 0.0798
21 H 0.0408
22 H 0.1131
23 H 0.1086
24 H 0.0833
25 C -0.0848
26 C -0.3128
27 O -0.1046
28 H 0.0749
29 H 0.0736
30 H 0.0703
31 H 0.1015
32 H 0.1021
33 H 0.0423
34 C -0.0800
35 C -0.3002
36 O -0.1222
37 H 0.0715
38 H 0.0751
39 H 0.0710
40 H 0.0971
41 H 0.1081
42 H 0.0508
43 C -0.0882
44 C -0.3078
45 O -0.1000
46 H 0.0785
47 H 0.0754
48 H 0.0737
49 H 0.1107
50 H 0.1133
51 H 0.0933
52 C -0.0843
53 C -0.3177
54 O -0.0910
55 H 0.0671
56 H 0.0743
57 H 0.0737
58 H 0.1103
59 H 0.0826
60 H 0.0785
61 C -0.0900
62 C -0.3260
63 O -0.0916
64 H 0.0661
65 H 0.0736
66 H 0.0724
67 H 0.1088
68 H 0.1064
69 H 0.0785
70 C -0.0956
71 C -0.3288
72 O -0.0877
73 H 0.0740
74 H 0.0707
75 H 0.0687
76 H 0.1082
77 H 0.1063
78 H 0.0540
79 C -0.0900
80 C -0.3229
81 O -0.1005
82 H 0.0759
83 H 0.0727
84 H 0.0691
85 H 0.1057
86 H 0.1108
87 H 0.0427
88 C -0.0901
89 C -0.3055
90 O -0.0942
91 H 0.0773
92 H 0.0754
93 H 0.0732
94 H 0.1125
95 H 0.1110
96 H 0.0920

3.
100
Properties=species:S:1:pos:R:3 method="wB97M-V/def2-TZVPD" de_lowest_kj_mol=0.0 total_charge=-1
N 1.45 0.64 -0.17
O 2.08 1.25 -1.07
O 2.10 0.07 0.76
O 0.22 0.48 -0.23
C 4.36 -2.25 -1.02
O 4.95 -3.07 -1.72
N 3.99 -1.03 -1.53
N 3.89 -2.47 0.23
H 3.53 -0.30 -1.01
H 4.33 -0.85 -2.46
H 3.39 -1.72 0.67
H 4.07 -3.38 0.62
C 4.15 3.04 1.70
O 4.55 3.99 2.37
N 4.00 3.03 0.36
N 3.75 1.87 2.32
H 3.39 2.34 -0.08
H 4.15 3.90 -0.10
H 3.38 1.14 1.71
H 3.68 1.80 3.31
C 0.42 -1.16 4.00
O -0.35 -1.83 3.32
N 0.57 -1.36 5.33
N 1.18 -0.16 3.46
H 0.14 -2.19 5.70
H 0.98 -0.74 6.01
H 1.01 -0.10 2.46
H 1.84 0.38 3.97
C 1.26 2.57 -5.23
O 0.79 1.34 -5.76
C 1.18 0.18 -5.06
C 0.33 -0.03 -3.81
N -1.07 -0.16 -4.13
C -1.89 0.17 -2.97
C -2.13 1.70 -2.77
O -2.16 2.35 -4.04
C -2.35 3.75 -3.87
H 0.52 3.34 -5.47
H 2.22 2.76 -5.73
H 1.44 2.55 -4.16
H 2.28 0.12 -4.96
H 1.02 -0.66 -5.75
H 0.61 0.80 -3.15
H 0.79 -0.90 -3.32
H -1.32 0.58 -4.78
H -1.46 -0.17 -2.02
H -2.89 -0.27 -2.99
H -1.32 2.13 -2.17
H -3.06 1.77 -2.21
H -2.38 4.12 -4.90
H -1.52 4.19 -3.31
H -3.30 3.97 -3.39
C -3.20 4.26 -0.01
O -2.54 3.88 1.17
C -1.55 2.88 0.94
C -0.17 3.61 0.78
N 0.09 4.60 1.78
C 0.42 4.11 3.11
C 0.39 5.25 4.08
O -0.83 5.97 4.11
C -1.91 5.17 4.57
H -2.52 4.83 -0.67
H -4.05 4.88 0.23
H -3.52 3.42 -0.64
H -1.81 2.25 0.10
H -1.45 2.14 1.74
H -0.20 4.00 -0.24
H 0.63 2.87 0.78
H -0.69 5.24 1.86
H 1.41 3.65 3.10
H -0.30 3.32 3.39
H 1.23 5.88 3.74
H 0.64 4.90 5.09
H -2.72 5.86 4.81
H -1.73 4.58 5.47
H -2.23 4.53 3.75
C -2.20 -7.88 3.16
O -2.28 -6.78 2.30
C -3.22 -6.89 1.24
C -2.73 -6.12 0.03
N -1.49 -6.69 -0.48
C -1.12 -6.05 -1.79
C -0.03 -4.99 -1.70
O -0.35 -4.18 -0.58
C 0.40 -2.98 -0.51
H -3.15 -8.35 3.44
H -1.65 -7.64 4.07
H -1.66 -8.66 2.59
H -4.14 -6.42 1.64
H -3.46 -7.94 1.06
H -2.72 -5.05 0.27
H -3.59 -6.12 -0.65
H -0.79 -6.36 0.18
H -2.01 -5.64 -2.27
H -0.70 -6.89 -2.34
H -0.05 -4.44 -2.64
H 0.89 -5.54 -1.51
H 0.17 -2.42 0.39
H 0.26 -2.37 -1.42
H 1.47 -3.19 -0.50

no.,HOMO energy (hartree),frontier orbital gap (eV)
1,-0.32894,5.6
2,-0.34157,9.1
3,-0.23206,8.7